The following is a quantum chemistry calculation of a single C15H9N3O4 molecule, from the OMol25 dataset.

Geometry (Å):
1 O -5.6254 -1.1992 1.2187
2 O -0.8787 2.3180 -0.1365
3 O -1.0665 -2.2555 0.5312
4 O -2.7428 2.2151 1.7919
5 C -4.6487 -0.5702 0.8872
6 C -0.3743 1.2901 0.3135
7 C -0.4817 -1.1769 0.2300
8 C -3.2389 1.1231 1.2381
9 C -2.5618 0.1254 0.5961
10 C 3.3667 2.0840 -0.3344
11 C 2.5999 -2.6483 -1.4305
12 C 2.0172 2.2095 0.0043
13 C 1.3346 -2.4997 -0.8634
14 C 3.8130 0.8603 -0.6899
15 C 3.4354 -1.4920 -1.3626
16 C 1.0981 1.1537 0.0618
17 C 0.8436 -1.2467 -0.3592
18 C 3.0133 -0.2892 -0.7825
19 C 1.6258 -0.1058 -0.4050
20 N -4.5469 0.6565 1.3532
21 N -3.4571 -0.9287 0.3809
22 N -1.1182 0.0754 0.4372
23 H -2.2293 2.6917 1.1614
24 H 3.8819 3.0352 -0.5353
25 H 2.9005 -3.6181 -1.9847
26 H 1.5871 3.2214 0.1188
27 H 0.6254 -3.2801 -0.8035
28 H 4.7972 0.5975 -1.1827
29 H 4.4942 -1.5202 -1.6250
30 H -5.3334 1.0973 1.8461
31 H -3.1302 -1.9240 0.3248

Forces on atoms 1 to 6 (eV/Å):
O -1.39 -2.17 -1.06
O -0.57 -0.14 1.91
O 0.84 2.88 -0.78
O -1.39 0.21 1.55
C -1.19 -1.58 1.81
C 0.20 -0.41 -3.95

**Energy relative to the best compared isomer or geometry (same formula, charge and spin)**: 0.59 kcal per mole
**Charge**: 0
**SMILES**: O=C1c2cccc3cccc(c23)C(=O)N1c1[nH]c(=O)[nH]c1O
**HOMO level**: -7.557 eV
**LUMO energy**: -1.45 eV
**Max |F|**: 4.85 eV/A
**Kohn-Sham gap**: 6.11 eV

The following is a quantum chemistry calculation of a molecular structure, C16B4Ba2O32, from the OMol25 dataset.

Geometry (Å):
1 Ba -3.9970 -3.2400 2.5694
2 Ba 3.2929 0.3264 -2.0014
3 O 2.4146 -1.9518 -1.1053
4 C 1.8690 -2.7611 -0.3912
5 O 1.8831 -2.7372 0.9121
6 B 0.9777 -3.7755 1.4351
7 O 0.6526 -4.6164 0.2479
8 C 1.0872 -4.0106 -0.8392
9 O 0.9971 -4.3725 -1.9686
10 O -0.2595 -3.1697 1.9796
11 C -0.5054 -3.7059 3.1353
12 O -1.4805 -3.5202 3.8341
13 C 0.7530 -4.4767 3.5958
14 O 1.5323 -4.5725 2.5206
15 O 0.9110 -4.9612 4.6654
16 O -1.3943 4.8706 0.4550
17 C -0.5944 4.6796 -0.4020
18 O 0.7120 4.4442 -0.2401
19 B 1.3447 4.3196 -1.5502
20 O 0.2510 4.1853 -2.5010
21 C -0.8744 4.6150 -1.9233
22 O -1.8916 4.8978 -2.4637
23 O 2.3001 3.1782 -1.5977
24 C 3.4641 3.5332 -2.0225
25 O 4.4098 2.7968 -2.2120
26 C 3.4208 5.0678 -2.2860
27 O 2.2338 5.4626 -1.8694
28 O 4.3000 5.7370 -2.7280
29 O -3.2231 -4.3462 0.0157
30 C -2.8484 -3.5085 -0.7871
31 O -2.2204 -2.3985 -0.5505
32 B -2.0331 -1.6665 -1.8674
33 O -2.4814 -2.6083 -2.8741
34 C -3.0652 -3.6555 -2.3120
35 O -3.6472 -4.5467 -2.8291
36 O -0.5994 -1.3085 -2.0451
37 C -0.4491 -0.0149 -1.9155
38 O 0.6063 0.5643 -1.8604
39 C -1.8576 0.6190 -1.8056
40 O -2.7272 -0.3908 -1.8806
41 O -2.1004 1.7766 -1.7635
42 O 3.1404 1.4285 0.7307
43 C 2.0823 1.4555 1.3095
44 O 0.9247 1.0901 0.8416
45 B -0.1057 1.2350 1.8951
46 O 0.5772 1.8871 3.0091
47 C 1.8690 2.0330 2.7330
48 O 2.7218 2.4914 3.4199
49 O -0.6356 -0.1233 2.2414
50 C -1.9203 -0.0913 2.1565
51 O -2.6775 -1.0238 2.3640
52 C -2.3670 1.2955 1.6525
53 O -1.2702 1.9887 1.4362
54 O -3.5023 1.5755 1.4369

Forces on atoms 1 to 6 (eV/Å):
Ba 1.75 0.57 -0.57
Ba -0.74 0.72 0.93
O 0.31 0.10 -0.23
C -0.12 -0.15 0.60
O -0.05 0.37 0.05
B 0.23 -0.85 -0.50

**Energy relative to the best compared isomer or geometry (same formula, charge and spin)**: 0.00 kcal per mole
**Charge**: 0
**HOMO level**: -9.132 eV
**LUMO energy**: -2.61 eV
**Max |F|**: 1.93 eV/A
**Kohn-Sham gap**: 6.52 eV

The following is a quantum chemistry calculation of a molecular structure, C16H10Cl5N3O2OsS, from the OMol25 dataset.

Geometry (Å):
1 Os 1.4201 -0.2654 0.1647
2 O 0.8368 -2.0461 -0.5543
3 N 0.6763 -3.0905 0.2489
4 C 0.1921 -4.2292 -0.2770
5 C -0.0240 -5.3326 0.5136
6 C 0.2562 -5.2614 1.8784
7 C 0.7546 -4.0861 2.4040
8 C 0.9758 -2.9960 1.5655
9 S 1.6243 -1.4858 2.1278
10 H -0.0107 -4.1920 -1.3368
11 H -0.4252 -6.2331 0.0748
12 H 0.0776 -6.1059 2.5233
13 H 0.9672 -3.9742 3.4564
14 Cl 2.3784 6.4637 -1.9469
15 C 2.0792 4.7999 -1.8978
16 C 2.2320 4.0942 -0.6751
17 Cl 2.6782 4.9289 0.7400
18 C 1.9906 2.7340 -0.6666
19 Cl 2.1954 1.7861 0.7553
20 C 1.5508 1.9978 -1.8038
21 O 1.3110 0.7578 -1.7330
22 C 1.3782 2.7521 -3.0193
23 Cl 0.8180 1.9373 -4.3947
24 C 1.6630 4.1184 -3.0571
25 Cl 1.4835 4.9797 -4.5169
26 N -0.9112 1.1031 2.5294
27 C -1.6142 0.7828 1.4278
28 C -2.9974 1.0523 1.3571
29 C -3.6980 0.7208 0.2250
30 C -3.0201 0.1271 -0.8426
31 C -1.6622 -0.0838 -0.7202
32 N -0.9785 0.2347 0.3822
33 H -1.3961 1.4618 3.3358
34 H 0.0430 0.8015 2.6407
35 H -3.4724 1.5131 2.2062
36 H -4.7572 0.9193 0.1538
37 H -3.5329 -0.1654 -1.7437
38 H -1.0819 -0.5187 -1.5249

Forces on atoms 1 to 6 (eV/Å):
Os -3.98 -0.31 -0.18
O 0.24 0.25 -0.49
N -0.02 -0.18 0.91
C -0.20 -0.34 -0.40
C 0.09 0.27 0.07
C 0.07 0.29 0.03

**Energy relative to the best compared isomer or geometry (same formula, charge and spin)**: 18.13 kcal per mole
**Charge**: +2
**HOMO level (alpha / beta)**: -14.170 / -14.104 eV
**LUMO energy (alpha / beta)**: -9.79 / -9.83 eV
**Max |F|**: 3.99 eV/A
**Kohn-Sham gap (alpha / beta)**: 4.38 / 4.27 eV

The following is a quantum chemistry calculation of a molecular structure, C16H10Cl6Mo, from the OMol25 dataset.

Geometry (Å):
1 C 2.1777 -1.1568 -1.6364
2 C 1.0396 -1.8544 -2.1811
3 C 0.3258 -2.4639 -1.1094
4 H 0.7377 -1.9278 -3.2308
5 C 1.0004 -2.1301 0.1253
6 C 2.1654 -1.3469 -0.2134
7 H 2.9137 -1.0015 0.4837
8 H 2.9592 -0.6593 -2.1890
9 H -0.4830 -3.1802 -1.2010
10 H 0.7763 -2.5541 1.0909
11 Mo 0.3658 -0.2322 -0.8179
12 Cl 0.3173 0.8204 -2.8884
13 C -2.5795 0.8672 -1.2423
14 C -2.6715 0.0181 -0.1038
15 C -2.5248 -1.3391 -0.5605
16 H -2.9033 0.3236 0.9096
17 C -2.4416 -1.3118 -1.9769
18 C -2.5023 0.0467 -2.4055
19 H -2.5330 0.3878 -3.4337
20 H -2.5723 1.9552 -1.2377
21 H -2.5554 -2.2247 0.0733
22 H -2.4040 -2.1810 -2.6281
23 Cl 2.4659 2.1868 -0.5191
24 C 1.5726 2.0248 0.9463
25 C 0.6687 0.9757 1.0530
26 C 0.0886 0.6867 2.2841
27 Cl -0.8793 -0.7481 2.4522
28 C 0.3438 1.5150 3.4154
29 Cl -0.3749 1.1799 4.9433
30 C 1.2275 2.6174 3.2813
31 Cl 1.5788 3.5955 4.6179
32 C 1.8243 2.8889 2.0298
33 Cl 2.8760 4.2223 1.8689

Forces on atoms 1 to 6 (eV/Å):
C 0.14 -1.17 0.43
C 0.69 -1.21 0.17
C 1.23 -0.49 0.45
H 0.24 0.26 0.61
C 0.86 -0.76 -1.10
C -0.22 -0.77 -0.34

**Spin multiplicity**: 3
**Charge**: 0
**HOMO level (alpha / beta)**: -7.311 / -7.228 eV
**LUMO energy (alpha / beta)**: -1.72 / -1.58 eV
**Max |F|**: 4.83 eV/A
**Kohn-Sham gap (alpha / beta)**: 5.59 / 5.65 eV

The following is a quantum chemistry calculation of a molecular structure, C16H10F6NO8PtS2, from the OMol25 dataset.

Geometry (Å):
1 Pt 0.2739 0.5978 0.0194
2 F -0.3321 -3.5890 -2.1574
3 C 0.6224 -2.6753 -2.2538
4 F 1.4972 -3.0371 -3.1735
5 F 0.0816 -1.5094 -2.5910
6 S 1.5131 -2.5062 -0.6129
7 O 1.7396 -1.0592 -0.4936
8 O 2.6549 -3.3381 -0.6704
9 N 0.4760 -3.0247 0.4690
10 S -0.5809 -2.0218 1.0008
11 O -1.3084 -1.3156 -0.0620
12 O -0.1278 -1.1217 2.0403
13 C -1.7947 -3.1572 1.7903
14 F -2.8006 -2.3978 2.2435
15 F -2.2671 -4.0143 0.9043
16 F -1.2360 -3.7943 2.7974
17 O -2.1859 0.5511 -2.8723
18 C -2.1845 0.9558 -1.7375
19 O -1.1945 1.5598 -1.1342
20 C -3.4629 0.8250 -0.9265
21 C -4.6600 0.6162 -1.6885
22 C -5.8826 0.3787 -1.1120
23 C -5.8725 0.3292 0.2748
24 O -6.8783 0.0976 1.0998
25 C -6.3631 0.1363 2.4354
26 O -4.9709 0.4334 2.3229
27 C -4.6845 0.5382 1.0336
28 C -3.4596 0.8047 0.4478
29 H -4.5426 0.6350 -2.7643
30 H -6.7866 0.2247 -1.6821
31 H -6.4865 -0.8441 2.8914
32 H -6.8600 0.9331 2.9846
33 H -2.5668 0.9623 1.0359
34 C 2.0317 4.5783 1.8883
35 C 2.1858 3.3616 2.5701
36 C 1.5994 2.2313 2.0687
37 C 0.8708 2.2741 0.8372
38 C 0.6860 3.5388 0.1991
39 C 1.2805 4.6621 0.7055
40 H 2.4908 5.4731 2.2885
41 H 2.7640 3.3266 3.4830
42 H 1.7041 1.2828 2.5819
43 H 0.0908 3.5794 -0.7038
44 H 1.1764 5.6159 0.2067

Forces on atoms 1 to 6 (eV/Å):
Pt -0.37 -0.08 -0.09
F 0.01 -0.02 -0.02
C 0.04 -0.04 0.04
F 0.00 0.03 -0.01
F -0.02 0.02 -0.03
S -0.11 -0.31 0.02

**Energy relative to the best compared isomer or geometry (same formula, charge and spin)**: 16.01 kcal per mole
**Spin multiplicity**: 5
**Charge**: +1
**HOMO level (alpha / beta)**: -11.743 / -13.205 eV
**LUMO energy (alpha / beta)**: -3.38 / -6.81 eV
**Max |F|**: 0.39 eV/A
**Kohn-Sham gap (alpha / beta)**: 8.37 / 6.40 eV

The following is a quantum chemistry calculation of a molecular structure, C16H11BF13IrN2Se, from the OMol25 dataset.

Geometry (Å):
1 Ir -0.3062 -0.7849 1.1079
2 C 2.1025 -0.4449 2.7258
3 N 0.7942 0.1730 2.6920
4 C 0.1700 0.0307 3.9924
5 C 0.7764 1.6564 2.3936
6 C 0.9331 1.8290 0.8971
7 N -0.0714 0.9402 0.3457
8 C -0.9316 1.4735 -0.6259
9 C -2.3342 1.4542 -0.4865
10 F -2.8206 1.0680 0.7286
11 C -3.1695 1.9150 -1.4539
12 F -4.4883 1.9854 -1.2365
13 C -2.6129 2.4323 -2.6642
14 C -1.2658 2.5093 -2.7783
15 F -0.6943 3.0530 -3.8607
16 C -0.4308 2.1407 -1.7271
17 F 0.8767 2.3338 -1.9096
18 H 2.7894 0.0094 3.4223
19 H 2.6042 -0.3151 1.7464
20 H 1.9880 -1.4924 2.9770
21 H 0.6843 0.5967 4.7789
22 H 0.2518 -1.0355 4.2254
23 H -0.8609 0.2911 4.0356
24 H 1.6136 2.0983 2.9597
25 H -0.1903 2.0702 2.7043
26 H 1.9283 1.5369 0.5222
27 H 0.8135 2.8658 0.7170
28 H -3.1910 2.7188 -3.5571
29 F 1.8172 -1.4202 -5.8245
30 C 1.6401 -1.5594 -4.5131
31 C 1.3787 -2.7314 -3.9449
32 F 1.2670 -3.8347 -4.5927
33 C 1.0554 -2.4993 -2.4522
34 F 1.6264 -3.2813 -1.4712
35 C -0.2397 -1.7613 -2.1084
36 Se -1.4650 -1.8951 -0.7080
37 C 1.0216 -0.9608 -2.3359
38 F 1.6822 -0.3702 -1.2738
39 C 1.4988 -0.4318 -3.6682
40 F 1.2776 0.7681 -3.9960
41 F -2.2203 -1.4660 2.3580
42 B -1.5739 -2.6768 2.8893
43 F -2.2834 -3.8247 2.7229
44 F -1.1427 -2.5103 4.2113
45 F -0.2982 -2.6537 2.0351

Forces on atoms 1 to 6 (eV/Å):
Ir 0.77 0.84 -0.38
C 1.16 0.27 -1.16
N -1.19 1.38 0.09
C 0.78 -1.52 1.31
C 1.33 -0.90 -0.13
C 0.86 -1.20 0.90

**Energy relative to the best compared isomer or geometry (same formula, charge and spin)**: 54.66 kcal per mole
**Spin multiplicity**: 5
**Charge**: 0
**HOMO level (alpha / beta)**: -7.663 / -8.541 eV
**LUMO energy (alpha / beta)**: 0.05 / -2.25 eV
**Max |F|**: 4.61 eV/A
**Kohn-Sham gap (alpha / beta)**: 7.72 / 6.29 eV